(one)
{"formula": "C7H9NO2", "method": "ωB97M-V/def2-TZVPD", "species": ["C", "C", "C", "C", "C", "C", "C", "N", "O", "O", "H", "H", "H", "H", "H", "H", "H", "H", "H"], "xyz": [[-1.4129, -3.2212, -0.8504], [-0.8386, -2.3878, -0.2560], [1.4574, 0.4065, 0.7358], [1.5389, 1.7957, 0.0995], [0.0982, 2.0402, -0.4201], [-0.3592, 0.6131, -0.8312], [-0.3265, -1.3909, 0.7329], [0.3888, -0.2853, 0.0811], [2.1778, -0.1610, 1.5341], [-1.3270, -0.9736, 1.5537], [-1.8270, -4.0897, -1.3864], [1.8370, 2.5502, 0.8508], [2.2062, 1.7774, -0.7864], [-0.4688, 2.3969, 0.4475], [-0.1526, 2.8228, -1.1706], [-1.5024, 0.4775, -0.9161], [0.1603, 0.3759, -1.8237], [0.4423, -1.8298, 1.3724], [-2.0919, -0.9169, 1.0332]], "lowdin_charge": [0.12, -0.05, -0.47, -0.12, -0.18, -0.14, -0.40, -0.01, 0.17, 0.06, 0.06, 0.12, 0.11, 0.11, 0.12, 0.14, 0.14, 0.15, 0.07], "spin_multiplicity": 3, "orbital_gap_ev": [5.489, 6.562], "lumo_energy_ev": [0.77, -2.74], "homo_ev": [-4.724, -9.300], "s2": 2.008}

(two)
{"formula": "C7H9NO2", "method": "ωB97M-V/def2-TZVPD", "species": ["C", "C", "C", "C", "C", "C", "C", "N", "O", "O", "H", "H", "H", "H", "H", "H", "H", "H", "H"], "xyz": [[-1.6947, 1.2107, 0.1379], [-0.3940, -0.0939, 0.3445], [-2.3983, -1.0106, -0.1554], [-1.4164, 2.5035, 0.2384], [0.8744, 0.1135, 0.5697], [2.5383, -1.1748, -0.8268], [1.9256, -0.9558, 0.6063], [-2.6964, 0.3802, -0.2157], [-3.1739, -1.8703, -0.3647], [-1.0519, -1.2069, 0.0694], [-2.0374, 3.2611, -0.0975], [-0.5062, 2.8606, 0.6336], [1.1161, 1.1925, 0.7077], [1.8686, -1.4321, -1.5738], [3.4320, -1.7330, -0.7965], [3.1348, -0.1969, -1.0692], [2.6406, -0.7943, 1.4024], [1.3937, -1.8574, 0.7971], [-3.5549, 0.8038, -0.4073]], "lowdin_charge": [-0.17, -0.16, -0.48, 0.06, -0.09, -0.08, -0.22, 0.16, 0.15, 0.12, 0.04, 0.05, 0.11, 0.04, 0.04, 0.10, 0.10, 0.09, 0.14], "spin_multiplicity": 3, "orbital_gap_ev": [5.532, 6.845], "lumo_energy_ev": [0.70, -2.22], "homo_ev": [-4.832, -9.064], "s2": 2.013}

According to the calculations, the structures order from most to least stable as (two), (one).

(one)
{"formula": "C2H7N3P", "method": "ωB97M-V/def2-TZVPD", "species": ["N", "N", "C", "C", "P", "N", "H", "H", "H", "H", "H", "H", "H"], "xyz": [[0.1709, 1.1968, 1.7668], [-0.2547, 0.8417, 0.5736], [0.4816, -0.3998, 0.0915], [0.1633, -0.4850, -1.3602], [-0.9675, 0.9901, -1.8119], [-0.9432, 1.5259, -0.1824], [0.8576, 0.5615, 2.1638], [-0.2362, 2.1076, 1.8642], [0.0010, -1.1655, 0.7209], [1.5219, -0.3267, 0.3375], [1.0175, -0.2221, -2.0242], [-0.1471, -1.5097, -1.7315], [-2.2147, 0.4309, -1.6548]], "lowdin_charge": [0.20, -0.29, -0.14, -0.34, 0.98, -0.12, 0.15, 0.15, 0.15, 0.13, 0.08, 0.12, -0.06], "spin_multiplicity": 1, "orbital_gap_ev": 9.346, "lumo_energy_ev": -4.99, "homo_ev": -14.340, "charge": 1, "smiles": "NN1CC[PH]#[N+]1"}

(two)
{"formula": "C2H7N3P", "method": "ωB97M-V/def2-TZVPD", "species": ["C", "C", "N", "N", "N", "P", "H", "H", "H", "H", "H", "H", "H"], "xyz": [[0.7005, -0.6757, -0.2526], [-0.6160, 1.3937, -0.2482], [0.2822, 0.4421, -0.8187], [-1.5274, -0.7089, 1.1230], [1.4974, -1.5455, -0.8089], [-1.0916, 0.7279, 1.3793], [-0.2721, 2.4341, -0.2469], [-1.6537, 1.3005, -0.7949], [0.5328, 0.5614, -1.7828], [-1.4535, -1.2346, 2.0259], [1.8076, -1.6731, -1.8119], [2.0408, -2.2122, -0.3826], [-0.2471, 1.1902, 2.6191]], "lowdin_charge": [-0.18, -0.34, -0.07, -0.15, 0.13, 0.87, 0.10, 0.14, 0.15, 0.06, 0.16, 0.08, 0.06], "spin_multiplicity": 1, "orbital_gap_ev": [5.879, 7.526], "lumo_energy_ev": [-6.34, -5.83], "homo_ev": [-12.222, -13.355], "charge": 1}

According to the calculations, the structures order from most to least stable as (one), (two).

(one)
{"formula": "C37H36BrN8O2SV", "method": "ωB97M-V/def2-TZVPD", "species": ["V", "C", "C", "C", "C", "N", "C", "C", "C", "C", "C", "C", "N", "C", "C", "C", "C", "C", "N", "H", "H", "H", "H", "H", "H", "H", "H", "H", "H", "H", "N", "C", "N", "C", "C", "C", "C", "C", "C", "S", "H", "H", "H", "H", "H", "H", "Br", "C", "C", "C", "C", "C", "C", "C", "O", "O", "H", "H", "H", "H", "C", "H", "H", "C", "C", "N", "C", "N", "C", "C", "C", "N", "C", "H", "H", "H", "H", "H", "H", "H", "H", "H", "H", "H", "H", "H"], "xyz": [[0.4717, -0.1769, 1.2756], [2.6524, -1.8781, -2.8755], [1.9208, -3.1185, -2.9839], [1.1399, -3.5133, -1.9540], [0.9972, -2.7328, -0.7570], [1.9519, -1.6760, -0.5975], [2.6533, -1.2461, -1.6790], [-0.0383, -2.8883, 0.1657], [-0.9899, -3.9444, 0.1432], [-1.8725, -4.1227, 1.2033], [-1.7669, -3.3319, 2.3618], [-0.8568, -2.2765, 2.3581], [-0.1956, -1.9024, 1.1802], [-0.3690, -1.5520, 3.4824], [-0.6204, -1.8409, 4.8412], [0.1446, -1.2725, 5.8156], [1.2124, -0.4064, 5.4454], [1.3920, -0.1098, 4.1320], [0.6027, -0.6089, 3.1331], [3.2355, -1.4841, -3.6971], [1.9996, -3.7269, -3.8766], [0.5780, -4.4364, -2.0343], [3.2717, -0.3741, -1.5024], [-1.0094, -4.6387, -0.6878], [-2.5881, -4.9370, 1.1674], [-2.3410, -3.5595, 3.2519], [-1.4048, -2.5452, 5.0899], [-0.0340, -1.5085, 6.8589], [1.8662, 0.0289, 6.1895], [2.1749, 0.5662, 3.8197], [-0.4289, 2.5748, 3.3470], [0.7439, 2.8645, 2.7740], [1.4403, 2.0869, 1.9755], [2.6067, 2.7217, 1.5530], [3.5197, 2.1965, 0.6430], [4.6301, 2.9452, 0.2807], [4.8440, 4.2166, 0.8117], [3.9364, 4.7578, 1.7132], [2.8291, 4.0024, 2.0727], [1.5072, 4.4296, 3.1202], [-1.0108, 1.8798, 2.8486], [-0.9474, 3.3541, 3.7113], [3.3336, 1.2122, 0.2313], [5.3378, 2.5384, -0.4320], [5.7160, 4.7905, 0.5172], [4.0880, 5.7493, 2.1259], [-3.7315, 2.6462, -1.9097], [-3.9974, 0.9782, -1.0301], [-4.8701, 0.1148, -1.6835], [-5.1156, -1.1503, -1.1733], [-4.4691, -1.5628, -0.0197], [-3.5959, -0.6975, 0.6202], [-3.3459, 0.5925, 0.1462], [-2.3793, 1.4310, 0.9823], [-2.4297, 2.6563, 0.9505], [-1.6110, 0.7219, 1.7400], [-5.3500, 0.4392, -2.5977], [-5.7957, -1.8162, -1.6943], [-4.6243, -2.5600, 0.3760], [-3.0642, -1.0140, 1.5109], [2.2441, -1.1607, 0.7585], [2.4312, -2.0166, 1.4112], [3.1755, -0.5870, 0.7156], [-0.9066, -1.0861, -4.3063], [-1.4801, -1.6640, -3.0349], [-1.0833, -0.8438, -1.9052], [-0.5255, 0.3933, -1.9478], [-0.0514, 0.9266, -0.8467], [0.2305, 2.3605, -0.9820], [1.0520, 2.6257, -2.2322], [0.1847, 2.2597, -3.4181], [-0.5673, 1.0368, -3.1571], [-1.2150, 0.4000, -4.2971], [-1.3369, -1.5770, -5.1823], [0.1767, -1.2259, -4.3165], [-1.1372, -2.6847, -2.8718], [-2.5701, -1.6848, -3.1100], [-1.0280, -1.2851, -1.0025], [0.7421, 2.7072, -0.1047], [-0.7094, 2.9230, -1.0415], [1.9470, 1.9977, -2.2078], [1.3619, 3.6717, -2.3016], [0.7896, 2.1125, -4.3174], [-0.5189, 3.0732, -3.6254], [-0.8491, 0.8852, -5.2001], [-2.3001, 0.5561, -4.2571]], "lowdin_charge": [0.84, -0.12, -0.13, -0.07, -0.19, -0.09, -0.12, -0.25, -0.06, -0.13, -0.07, -0.26, -0.07, -0.20, -0.04, -0.11, -0.10, -0.14, -0.06, 0.08, 0.09, 0.10, 0.11, 0.08, 0.08, 0.09, 0.10, 0.09, 0.09, 0.10, 0.14, -0.65, 0.05, -0.31, -0.02, -0.09, -0.11, -0.10, -0.48, 1.06, 0.06, 0.10, 0.07, 0.10, 0.09, 0.10, 0.77, -0.59, -0.17, -0.10, -0.07, -0.02, -0.14, -0.61, 0.00, -0.14, 0.08, 0.10, 0.10, 0.10, -0.18, 0.06, 0.03, -0.15, -0.17, 0.12, -0.37, 0.06, -0.21, -0.16, -0.17, -0.03, -0.15, 0.11, 0.10, 0.10, 0.11, 0.10, 0.07, 0.10, 0.11, 0.11, 0.11, 0.12, 0.11, 0.11], "spin_multiplicity": 4, "orbital_gap_ev": [4.231, 4.718], "lumo_energy_ev": [2.39, 2.38], "homo_ev": [-1.845, -2.333], "s2": 3.905, "charge": -1}

(two)
{"formula": "C37H36BrN8O2SV", "method": "ωB97M-V/def2-TZVPD", "species": ["V", "C", "C", "C", "C", "N", "C", "C", "C", "C", "C", "C", "N", "C", "C", "C", "C", "C", "N", "H", "H", "H", "H", "H", "H", "H", "H", "H", "H", "H", "N", "C", "N", "C", "C", "C", "C", "C", "C", "S", "H", "H", "H", "H", "H", "H", "Br", "C", "C", "C", "C", "C", "C", "C", "O", "O", "H", "H", "H", "H", "C", "H", "H", "C", "C", "N", "C", "N", "C", "C", "C", "N", "C", "H", "H", "H", "H", "H", "H", "H", "H", "H", "H", "H", "H", "H"], "xyz": [[0.7538, 1.0261, -0.2470], [0.2367, -1.2062, 4.2499], [-0.9406, -0.4940, 4.6854], [-1.3665, 0.5786, 3.9924], [-0.7082, 1.0239, 2.7740], [0.5806, 0.4608, 2.5701], [0.9540, -0.6467, 3.2426], [-1.2983, 1.8378, 1.8451], [-2.5942, 2.4462, 1.9923], [-3.0357, 3.3713, 1.0858], [-2.2025, 3.8137, 0.0417], [-0.9797, 3.1759, -0.1390], [-0.6787, 2.0053, 0.5761], [0.1133, 3.6469, -0.9135], [0.1832, 4.9149, -1.5446], [1.3695, 5.4084, -1.9851], [2.5508, 4.6428, -1.7827], [2.4312, 3.4075, -1.2271], [1.2532, 2.8588, -0.8428], [0.5989, -2.0966, 4.7404], [-1.4656, -0.8047, 5.5810], [-2.2366, 1.1258, 4.3291], [1.9125, -1.0512, 2.9354], [-3.2073, 2.2052, 2.8498], [-4.0082, 3.8285, 1.2287], [-2.4725, 4.6687, -0.5620], [-0.7218, 5.5031, -1.6292], [1.4200, 6.3858, -2.4472], [3.5256, 5.0105, -2.0712], [3.2957, 2.7717, -1.0754], [2.0446, 1.2119, -3.4734], [2.9188, 0.5501, -2.7157], [2.7605, 0.3307, -1.4336], [3.8650, -0.3675, -0.9426], [3.9988, -0.8439, 0.3572], [5.1410, -1.5406, 0.7088], [6.1552, -1.7802, -0.2185], [6.0248, -1.3339, -1.5220], [4.8771, -0.6388, -1.8697], [4.4168, -0.0081, -3.4211], [1.0708, 1.2052, -3.0973], [2.1332, 1.1009, -4.4706], [3.2027, -0.6748, 1.0619], [5.2431, -1.9072, 1.7220], [7.0403, -2.3257, 0.0767], [6.7970, -1.5305, -2.2531], [-2.0773, -3.1252, -3.2776], [-2.9464, -1.5401, -2.6648], [-4.2991, -1.6784, -2.3838], [-5.0197, -0.5984, -1.8984], [-4.3760, 0.6112, -1.6806], [-3.0254, 0.7269, -1.9658], [-2.2832, -0.3403, -2.4700], [-0.8125, -0.1088, -2.7899], [-0.2697, -0.8081, -3.6354], [-0.2747, 0.8896, -2.1898], [-4.7752, -2.6363, -2.5455], [-6.0736, -0.7139, -1.6795], [-4.9051, 1.4615, -1.2725], [-2.5062, 1.6548, -1.7763], [1.5611, 1.1877, 1.7176], [1.5474, 2.2295, 2.0612], [2.5440, 0.7938, 1.9850], [-2.8219, -2.5294, 2.1562], [-3.0367, -1.2013, 1.4603], [-1.8780, -0.8863, 0.6573], [-0.8627, -1.7086, 0.3381], [0.2036, -1.2061, -0.2328], [1.0592, -2.2229, -0.8375], [1.3388, -3.3277, 0.1654], [0.0243, -4.0136, 0.4729], [-1.0477, -3.0402, 0.5824], [-2.3132, -3.5092, 1.1137], [-3.7538, -2.8781, 2.6033], [-2.0710, -2.4213, 2.9440], [-3.1956, -0.3867, 2.1691], [-3.9228, -1.2644, 0.8175], [-1.7240, 0.0857, 0.4180], [1.9807, -1.7590, -1.1753], [0.5763, -2.6345, -1.7318], [1.7581, -2.8841, 1.0726], [2.0567, -4.0565, -0.2158], [0.0740, -4.5806, 1.4102], [-0.2230, -4.7217, -0.3288], [-2.1376, -4.4985, 1.5422], [-3.0446, -3.6273, 0.3029]], "lowdin_charge": [0.84, -0.12, -0.13, -0.06, -0.19, -0.09, -0.13, -0.26, -0.07, -0.13, -0.08, -0.26, -0.06, -0.21, -0.04, -0.11, -0.10, -0.15, -0.04, 0.07, 0.09, 0.09, 0.11, 0.08, 0.09, 0.08, 0.10, 0.09, 0.08, 0.10, 0.13, -0.68, 0.04, -0.31, -0.02, -0.08, -0.11, -0.11, -0.48, 1.08, 0.06, 0.10, 0.07, 0.10, 0.09, 0.10, 0.78, -0.59, -0.16, -0.10, -0.07, -0.02, -0.15, -0.61, -0.01, -0.14, 0.08, 0.10, 0.10, 0.10, -0.17, 0.06, 0.03, -0.14, -0.16, 0.12, -0.37, 0.03, -0.21, -0.15, -0.16, -0.03, -0.15, 0.11, 0.10, 0.11, 0.11, 0.10, 0.08, 0.10, 0.10, 0.11, 0.12, 0.12, 0.12, 0.12], "spin_multiplicity": 4, "orbital_gap_ev": [4.121, 4.693], "lumo_energy_ev": [2.37, 2.37], "homo_ev": [-1.754, -2.327], "s2": 3.870, "charge": -1}

According to the calculations, the structures order from most to least stable as (two), (one).